*w*
Below is a 2-piece molecular cluster, C2H3ClO2 overall, with properties calculated with wB97M-V/def2-TZVPD.

XYZ file:
```
8
Properties=species:S:1:pos:R:3:nbo_charge:R:1
C -1.295 -1.532 -0.549 -0.401
C -0.327 0.387 0.119 0.398
O 1.739 1.711 0.006 -0.554
O 0.873 0.367 0.106 -0.270
Cl -1.384 1.639 0.219 0.134
H -1.743 -1.867 0.395 0.117
H -0.414 -2.155 -0.751 0.117
H 2.552 1.450 0.455 0.457
```

The calculation puts the HOMO-LUMO gap (spin up / spin down) at 8.263 / 6.834 eV. Its charge is 0. The multiplicity is 1. The LUMO energy (spin up / spin down) is -0.0214 / -0.0456 hartree.


*x*
Below is a 2-piece molecular cluster, C2H3ClO2 overall, with properties calculated with wB97M-V/def2-TZVPD.

XYZ file:
```
8
Properties=species:S:1:pos:R:3:nbo_charge:R:1
C 0.169 1.147 0.176 -0.518
C -0.981 0.609 0.016 0.051
O 1.077 -1.518 0.014 -0.407
O -0.235 -1.695 0.329 -0.257
Cl -2.580 0.492 -0.065 0.180
H 0.372 2.207 0.255 0.228
H 1.031 0.462 0.214 0.265
H 1.148 -1.704 -0.940 0.457
```

The calculation puts the HOMO-LUMO gap (spin up / spin down) at 10.090 / 7.671 eV. Its charge is 0. The multiplicity is 1. The LUMO energy (spin up / spin down) is 0.0017 / -0.0173 hartree.


*y*
Below is a 2-piece molecular cluster, C2H3ClO2 overall, with properties calculated with wB97M-V/def2-TZVPD.

XYZ file:
```
8
Properties=species:S:1:pos:R:3:nbo_charge:R:1
O -1.493 -0.836 0.432 -0.398
C -0.477 -0.764 -0.466 0.202
O -0.495 0.603 -0.455 -0.417
C -1.518 0.510 0.420 0.257
H 0.417 -1.354 -0.438 0.176
H -2.375 1.141 0.498 0.180
Cl 3.469 -0.010 0.182 -0.270
H 2.471 0.710 -0.173 0.270
```

The calculation puts the HOMO-LUMO gap at 8.888 eV. Its charge is 0. The multiplicity is 1. The LUMO energy is 0.0268 hartree.


Quick one: least stable of them? *w*


*w*
Below is the molecule C25H25N3O4, with properties calculated with wB97M-V/def2-TZVPD.

XYZ file:
```
57
Properties=species:S:1:pos:R:3:nbo_charge:R:1
C 2.074 4.390 -0.171 -0.255
O 3.280 3.991 0.438 -0.487
C 3.764 2.747 0.188 0.334
C 4.920 2.390 0.883 -0.300
C 5.447 1.127 0.726 -0.122
C 4.847 0.198 -0.114 -0.234
C 5.377 -1.189 -0.146 0.678
O 6.537 -1.498 -0.315 -0.588
N 4.433 -2.157 0.106 -0.434
N 3.178 -1.818 0.386 -0.220
C 2.205 -2.624 0.554 0.216
C 2.281 -4.128 0.512 -0.683
C 0.908 -1.970 0.755 -0.096
C -0.302 -2.649 0.622 -0.197
C -1.503 -1.978 0.736 -0.235
C -1.531 -0.607 0.980 0.133
N -2.775 0.023 1.071 -0.609
C -3.055 1.355 1.039 0.694
O -2.232 2.237 0.948 -0.604
C -4.555 1.636 1.147 -0.540
C -5.354 0.756 0.230 0.071
C -6.052 -0.344 0.716 -0.276
C -6.752 -1.171 -0.146 -0.189
C -6.757 -0.912 -1.505 -0.220
C -6.062 0.180 -1.999 -0.193
C -5.365 1.007 -1.137 -0.241
C -0.327 0.078 1.137 -0.194
C 0.866 -0.599 1.028 -0.178
C 3.730 0.579 -0.872 0.378
O 3.265 -0.327 -1.772 -0.498
C 2.070 -0.051 -2.461 -0.254
C 3.188 1.848 -0.704 -0.378
H 1.247 3.725 0.095 0.184
H 1.868 5.388 0.214 0.202
H 2.170 4.439 -1.260 0.174
H 5.368 3.109 1.548 0.226
H 6.327 0.831 1.277 0.227
H 4.746 -3.128 0.046 0.377
H 1.638 -4.559 1.275 0.232
H 3.298 -4.473 0.689 0.215
H 1.960 -4.496 -0.463 0.231
H -0.319 -3.707 0.407 0.212
H -2.434 -2.517 0.622 0.206
H -3.571 -0.603 1.058 0.407
H -4.849 1.475 2.187 0.233
H -4.705 2.689 0.906 0.245
H -6.061 -0.548 1.779 0.213
H -7.295 -2.019 0.247 0.215
H -7.303 -1.557 -2.177 0.217
H -6.064 0.388 -3.058 0.217
H -4.821 1.858 -1.522 0.218
H -0.340 1.136 1.339 0.243
H 1.800 -0.073 1.148 0.240
H 1.238 0.113 -1.768 0.187
H 2.177 0.813 -3.125 0.176
H 1.867 -0.936 -3.061 0.200
H 2.313 2.133 -1.264 0.224
```

The calculation puts the HOMO-LUMO gap at 8.455 eV. Its charge is 0. The multiplicity is 1. The LUMO energy is 0.0195 hartree.


*x*
Below is the molecule C25H25N3O4, with properties calculated with wB97M-V/def2-TZVPD.

XYZ file:
```
57
Properties=species:S:1:pos:R:3:nbo_charge:R:1
C -4.952 -2.152 1.236 -0.251
O -4.218 -1.745 0.108 -0.487
C -2.882 -1.534 0.251 0.257
C -2.183 -1.617 1.441 -0.305
C -0.820 -1.367 1.477 -0.159
C -0.124 -1.066 0.322 -0.071
C 1.356 -0.784 0.394 -0.019
C 1.821 0.286 -0.610 -0.351
C 0.880 1.481 -0.694 0.714
O 0.485 1.914 -1.757 -0.638
N 0.548 2.034 0.491 -0.611
C -0.474 3.063 0.571 -0.254
C -1.854 2.450 0.546 0.195
C -2.537 2.277 -0.653 -0.252
C -3.800 1.712 -0.620 -0.161
C -4.331 1.338 0.604 -0.260
C -3.555 1.524 1.736 0.037
N -2.349 2.065 1.714 -0.437
C 3.238 0.624 -0.231 0.004
C 3.763 1.904 -0.255 -0.213
C 5.083 2.121 0.107 -0.184
C 5.888 1.059 0.485 -0.223
C 5.375 -0.225 0.495 -0.163
C 4.050 -0.449 0.145 -0.090
C 3.533 -1.847 0.120 0.653
O 4.274 -2.811 0.045 -0.624
N 2.180 -1.968 0.167 -0.440
C 1.583 -3.281 0.190 -0.418
C -0.819 -0.992 -0.884 -0.318
C -2.186 -1.192 -0.931 0.346
O -2.945 -1.078 -2.051 -0.497
C -2.319 -0.640 -3.235 -0.258
H -5.975 -2.287 0.888 0.202
H -4.934 -1.394 2.026 0.172
H -4.580 -3.101 1.637 0.180
H -2.692 -1.861 2.359 0.223
H -0.303 -1.414 2.425 0.206
H 1.575 -0.423 1.416 0.191
H 1.844 -0.158 -1.614 0.248
H 0.771 1.555 1.347 0.403
H -0.344 3.720 -0.291 0.226
H -0.331 3.618 1.499 0.222
H -2.079 2.584 -1.580 0.236
H -4.363 1.564 -1.530 0.222
H -5.318 0.910 0.672 0.221
H -3.913 1.239 2.718 0.189
H 3.141 2.732 -0.563 0.221
H 5.484 3.123 0.090 0.215
H 6.917 1.232 0.762 0.216
H 5.985 -1.074 0.768 0.236
H 1.102 -3.477 1.151 0.196
H 0.841 -3.380 -0.603 0.203
H 2.386 -4.000 0.034 0.251
H -0.286 -0.760 -1.789 0.233
H -1.608 -1.382 -3.613 0.178
H -1.804 0.315 -3.090 0.190
H -3.122 -0.515 -3.961 0.200
```

The calculation puts the HOMO-LUMO gap at 8.944 eV. Its charge is 0. The multiplicity is 1. The LUMO energy is 0.0235 hartree.


Quick one: least stable of them? *w*


*w*
Below is a 2-piece molecular cluster, C8H13N2O2 overall, with properties calculated with wB97M-V/def2-TZVPD.

XYZ file:
```
25
Properties=species:S:1:pos:R:3:nbo_charge:R:1
C -0.277 -1.592 -0.054 0.581
C 1.863 -1.001 0.252 0.232
C 0.964 -2.093 0.023 -0.311
C 1.412 -3.497 -0.188 -0.596
C 0.855 2.353 1.224 -0.673
C 0.788 1.540 -1.337 -0.149
C -4.482 0.952 0.720 0.332
C 0.992 1.317 0.128 0.383
N -1.235 -0.941 0.153 -0.525
N 1.459 0.210 0.567 -0.405
O 1.491 0.585 -2.063 -0.672
O -3.638 0.326 0.191 -0.568
H 2.842 -1.098 0.601 0.236
H 0.713 -4.102 0.283 0.236
H 2.362 -3.608 0.326 0.239
H 1.509 -3.540 -1.288 0.239
H 1.876 2.814 1.224 0.264
H 0.591 1.808 2.209 0.265
H 0.210 3.208 0.935 0.238
H 1.032 2.621 -1.577 0.225
H -0.362 1.565 -1.395 0.212
H -4.259 1.663 1.488 0.130
H -5.462 1.017 0.159 0.130
H 0.819 -0.013 -2.383 0.483
H -2.062 -0.495 -0.199 0.474
```

The calculation puts the HOMO-LUMO gap at 8.787 eV. Its charge is +1. The multiplicity is 1. The LUMO energy is -0.1430 hartree.


*x*
Below is C8H13N2O2 as an isolated structure, with properties calculated with wB97M-V/def2-TZVPD.

XYZ file:
```
25
Properties=species:S:1:pos:R:3:nbo_charge:R:1
C -1.072 0.108 0.077 0.683
C 0.446 -1.695 -0.576 -0.402
C 1.612 -1.071 -0.758 0.269
C -0.345 -1.090 0.513 0.004
C -2.326 -2.595 0.829 0.045
C -2.179 4.914 -0.081 0.345
C 0.226 -0.682 1.884 -0.605
C 3.639 -0.534 -1.856 -0.248
N -1.810 0.883 -0.345 -0.477
N -1.673 -1.538 0.941 -0.426
O 2.566 -1.308 -1.624 -0.450
O -2.508 3.914 -0.523 -0.533
H 0.281 -2.747 -0.645 0.249
H 1.693 -0.171 -0.099 0.147
H -2.104 -3.613 0.530 0.180
H -3.325 -2.638 1.230 0.191
H -1.496 5.115 0.773 0.097
H -2.513 5.989 -0.386 0.103
H 1.043 -0.001 1.912 0.231
H -0.614 -0.280 2.442 0.247
H 0.334 -1.568 2.453 0.249
H 3.626 -0.319 -2.958 0.208
H 3.759 0.258 -1.187 0.183
H 4.518 -1.154 -1.709 0.201
H -1.777 1.826 -0.838 0.509
```

The calculation puts the HOMO-LUMO gap at 8.802 eV. Its charge is +1. The multiplicity is 1. The LUMO energy is -0.1412 hartree.


Quick one: least stable of them? *x*


*w*
Below is an isolated ion of composition C6H11N2 and charge +1, with properties calculated with wB97M-V/def2-TZVPD.

XYZ file:
```
19
Properties=species:S:1:pos:R:3:nbo_charge:R:1
C -1.087 1.324 0.471 -0.370
C -1.325 0.013 0.222 0.151
C -2.495 -0.691 -0.498 -0.652
N -0.299 -0.917 0.789 -0.521
N 0.916 -1.066 -0.286 -0.253
C 0.811 -0.173 -1.368 0.016
C 1.748 0.022 -0.492 0.235
C 2.778 0.562 0.275 -0.704
H -0.103 1.591 0.823 0.198
H -1.660 2.173 0.100 0.253
H -3.101 -0.040 -1.103 0.253
H -3.218 -1.039 0.187 0.251
H -2.005 -1.341 -1.082 0.219
H -0.464 -1.946 1.031 0.457
H 0.011 -0.481 1.645 0.419
H 0.275 -0.034 -2.193 0.240
H 3.742 0.387 -0.152 0.291
H 2.786 0.039 1.250 0.250
H 2.692 1.618 0.381 0.268
```

The calculation puts the HOMO-LUMO gap at 10.017 eV. Its charge is +1. The multiplicity is 1. The LUMO energy is -0.1230 hartree.


*x*
Below is an isolated ion of composition C6H11N2 and charge +1, with properties calculated with wB97M-V/def2-TZVPD.

XYZ file:
```
19
Properties=species:S:1:pos:R:3:nbo_charge:R:1
C 0.278 -1.820 1.273 0.047
C 0.269 -0.726 2.173 -0.150
C 0.409 0.578 0.236 0.542
C -1.144 2.197 -0.734 -0.584
C 0.409 -2.067 -1.265 -0.428
C 0.230 1.506 -0.890 -0.510
N 0.309 -1.414 -0.031 -0.339
N 0.328 0.427 1.514 -0.470
H 0.356 -2.916 1.590 0.266
H 0.172 -0.574 3.252 0.255
H -1.926 1.584 -0.856 0.221
H -1.384 2.992 -1.432 0.250
H -1.189 2.578 0.317 0.201
H 0.007 -3.070 -1.149 0.240
H -0.197 -1.318 -1.896 0.231
H 1.457 -2.225 -1.473 0.229
H 1.041 2.103 -0.972 0.264
H 0.326 0.949 -1.828 0.271
H 0.246 1.216 2.171 0.463
```

The calculation puts the HOMO-LUMO gap (spin up / spin down) at 8.730 / 8.729 eV. Its charge is +1. The multiplicity is 1. The LUMO energy (spin up / spin down) is -0.1482 / -0.1482 hartree.


*y*
Below is an isolated ion of composition C6H11N2 and charge +1, with properties calculated with wB97M-V/def2-TZVPD.

XYZ file:
```
19
Properties=species:S:1:pos:R:3:nbo_charge:R:1
C -0.922 0.465 1.306 -0.253
C -1.088 0.305 -0.024 -0.166
C -2.258 -0.485 -0.440 -0.655
C -0.196 1.203 -0.784 0.174
N 1.141 1.258 -0.719 -0.402
C 2.040 0.488 0.008 -0.210
C 1.926 -0.806 0.326 0.077
N 0.945 -1.629 0.059 -0.737
H -1.365 -0.097 2.147 0.232
H -0.191 1.164 1.740 0.205
H -2.163 -0.869 -1.419 0.230
H -3.093 0.247 -0.685 0.254
H -2.633 -1.205 0.217 0.254
H -0.645 1.908 -1.441 0.226
H 1.648 2.100 -1.006 0.445
H 2.972 0.999 0.152 0.233
H 2.801 -1.053 0.907 0.246
H 0.075 -1.353 -0.505 0.418
H 1.006 -2.641 0.159 0.429
```

The calculation puts the HOMO-LUMO gap (spin up / spin down) at 7.908 / 7.909 eV. Its charge is +1. The multiplicity is 1. The LUMO energy (spin up / spin down) is -0.1753 / -0.1753 hartree.


Quick one: least stable of them? *w*